{"formula": "C8H13NO", "method": "ωB97M-V with the def2-TZVPD basis set", "species": ["H", "N", "C", "C", "C", "C", "O", "C", "C", "C", "C", "H", "H", "H", "H", "H", "H", "H", "H", "H", "H", "H", "H"], "positions_angstrom": [[2.0201, 0.9674, -0.9478], [1.1852, 1.3693, -1.3826], [0.1136, 1.1091, -0.6952], [-1.1940, 1.6532, -1.2171], [0.1376, 0.4514, 0.7596], [1.2098, 1.1174, 1.6222], [-1.1176, 0.6719, 1.3939], [0.3484, -1.0404, 0.6534], [1.0722, -1.7594, -0.5415], [-0.3363, -1.6840, -0.4185], [-1.5094, -2.1397, -0.8218], [-1.0168, 2.3457, -2.0454], [-1.8151, 0.8321, -1.5823], [-1.7514, 2.1993, -0.4533], [1.3095, 0.6015, 2.5850], [2.1955, 1.1161, 1.1493], [0.9328, 2.1551, 1.8425], [-1.1721, 0.1471, 2.2088], [0.3676, -1.5467, 1.6121], [1.5074, -1.2150, -1.3676], [1.5292, -2.7218, -0.3503], [-2.4078, -1.9558, -0.2438], [-1.6084, -2.6739, -1.7596]], "nbo_charge": [0.327, -0.634, 0.335, -0.681, 0.184, -0.617, -0.719, -0.280, -0.446, -0.001, -0.378, 0.232, 0.236, 0.236, 0.205, 0.212, 0.225, 0.473, 0.221, 0.238, 0.231, 0.204, 0.201], "homo_lumo_gap_ev": 10.401, "homo_ev": -9.70, "e_lumo_ha": 0.02582, "de_lowest_kcal_mol": 60.65}

---

{"formula": "C3H2BrF3O", "method": "ωB97M-V with the def2-TZVPD basis set", "species": ["C", "C", "C", "O", "F", "F", "F", "Br", "H", "H"], "positions_angstrom": [[0.0270, 0.5922, -0.6682], [0.9839, 0.3084, 0.4901], [-0.8763, -1.0874, 0.2167], [-0.5471, -0.6645, -0.9808], [2.0781, -0.3585, -0.0120], [-1.2281, -2.3615, 0.2085], [-1.6964, -0.3212, 0.9612], [1.4732, 1.7766, 1.5607], [-0.7500, 1.2526, -0.2039], [0.5356, 0.8632, -1.5723]], "nbo_charge": [-0.208, 0.183, 0.963, -0.481, -0.357, -0.294, -0.326, 0.080, 0.220, 0.220], "homo_lumo_gap_ev": [8.337, 8.970], "homo_ev": [-8.97, -9.07], "e_lumo_ha": [-0.02325, -0.00375], "de_lowest_kcal_mol": 65.84}

---

{"formula": "C34H41N5Sb", "method": "ωB97M-V with the def2-TZVPD basis set", "species": ["Sb", "C", "C", "C", "C", "C", "C", "C", "C", "C", "H", "H", "H", "H", "H", "H", "H", "H", "H", "H", "H", "H", "H", "H", "H", "H", "N", "C", "C", "C", "C", "C", "H", "H", "H", "H", "H", "N", "C", "C", "C", "C", "C", "H", "H", "H", "H", "H", "N", "C", "C", "C", "C", "C", "H", "H", "H", "H", "H", "N", "C", "C", "C", "C", "C", "H", "H", "H", "H", "H", "N", "C", "C", "C", "C", "C", "H", "H", "H", "H", "H"], "positions_angstrom": [[1.1661, 0.3923, 2.1882], [0.5276, 2.4891, 1.8452], [-0.1074, 2.7661, 0.4599], [-1.5616, 3.3043, 0.6330], [-2.4215, 2.1645, 1.1964], [-2.5956, 1.0189, 0.4400], [-3.3279, -0.0488, 0.9209], [-3.8752, 0.0900, 2.1982], [-3.7130, 1.2332, 2.9335], [-2.9665, 2.3019, 2.4499], [-0.3531, -0.0524, 2.9800], [1.7730, 0.8586, 3.8067], [2.7939, 0.7671, 1.5704], [0.6283, -0.1532, 0.5906], [1.7603, -1.2509, 2.5220], [1.4434, 3.0990, 1.9097], [-0.1143, 2.7759, 2.6920], [0.4455, 3.5175, -0.1237], [-0.1111, 1.8189, -0.1025], [-1.9726, 3.6986, -0.3092], [-1.5799, 4.1332, 1.3547], [-2.1037, 0.9959, -0.5316], [-3.4167, -0.9386, 0.2819], [-4.4420, -0.7355, 2.6293], [-4.1590, 1.3500, 3.9209], [-2.8179, 3.1917, 3.0553], [-4.1044, -3.2610, -0.7452], [-3.3422, -4.2577, -1.2013], [-3.8362, -5.5107, -1.5391], [-5.1925, -5.7444, -1.3943], [-6.0016, -4.7227, -0.9213], [-5.4106, -3.5080, -0.6152], [-2.2893, -4.0309, -1.2977], [-3.1715, -6.2810, -1.9064], [-5.6156, -6.7096, -1.6460], [-7.0663, -4.8646, -0.7926], [-6.0050, -2.6786, -0.2447], [4.3537, 2.6164, -0.1070], [4.7854, 1.5109, -0.7160], [5.1401, 1.4622, -2.0575], [5.0372, 2.6203, -2.8102], [4.5886, 3.7767, -2.1968], [4.2634, 3.7192, -0.8485], [4.8439, 0.6276, -0.0893], [5.4872, 0.5374, -2.4993], [5.3033, 2.6211, -3.8608], [4.4927, 4.7040, -2.7472], [3.9107, 4.6019, -0.3241], [-1.0059, -3.9343, -3.2983], [-0.5791, -5.0518, -3.8862], [-0.1469, -5.1145, -5.2017], [-0.1623, -3.9501, -5.9523], [-0.6039, -2.7785, -5.3609], [-1.0115, -2.8249, -4.0360], [-0.5875, -5.9391, -3.2611], [0.1920, -6.0503, -5.6257], [0.1663, -3.9560, -6.9845], [-0.6316, -1.8485, -5.9121], [-1.3613, -1.9318, -3.5293], [6.3515, 7.1604, -0.8949], [6.6845, 8.2609, -0.2205], [7.5860, 8.2766, 0.8323], [8.1740, 7.0799, 1.2102], [7.8408, 5.9247, 0.5239], [6.9294, 6.0194, -0.5173], [6.1972, 9.1731, -0.5487], [7.8200, 9.2014, 1.3425], [8.8823, 7.0489, 2.0290], [8.2758, 4.9705, 0.7879], [6.6402, 5.1430, -1.0848], [-4.5135, -6.1668, 3.5053], [-4.4414, -5.4560, 2.3785], [-4.0576, -4.1235, 2.3318], [-3.7327, -3.4931, 3.5137], [-3.8044, -4.2084, 4.6996], [-4.1964, -5.5363, 4.6390], [-4.7091, -5.9896, 1.4731], [-4.0162, -3.5803, 1.3999], [-3.4267, -2.4546, 3.5088], [-3.5595, -3.7482, 5.6474], [-4.2625, -6.1382, 5.5398]], "mulliken_charge": [0.095, -1.296, -0.159, -1.349, 0.837, -0.505, -0.318, -0.398, -0.849, -0.549, -0.104, -0.094, -0.124, -0.116, -0.181, 0.327, 0.410, 0.271, 0.280, 0.396, 0.395, 0.322, 0.456, 0.635, 0.321, 0.321, -0.348, -0.204, -0.630, -0.249, -0.661, -0.045, 0.693, 0.333, 0.359, 0.383, 0.364, -0.419, -0.291, -0.454, -0.028, -0.565, -0.274, 0.380, 0.365, 0.372, 0.393, 0.500, -0.261, -0.143, -0.598, -0.098, -0.602, -0.153, 0.365, 0.355, 0.358, 0.361, 0.409, -0.480, -0.207, -0.363, -0.214, -0.562, -0.060, 0.356, 0.345, 0.361, 0.349, 0.482, -0.595, -0.276, 0.504, -0.674, -0.409, -0.343, 0.358, 0.114, 0.594, 0.396, 0.338], "homo_lumo_gap_ev": 5.392, "charge": -1, "homo_ev": -3.11, "e_lumo_ha": 0.08391}

---

| no. | E (eV) |
| --- | --- |
| 1 | -12041.925 |
| 2 | -83382.036 |
| 3 | -49905.636 |